Record 1
Here is a structure of composition C28H32AsN4S3V from OMol25. Energies are from ωB97M-V with the def2-TZVPD basis set.

HOMO (spin up / spin down) ... -4.03 / -4.20 eV
Energy above the lowest of the compared OMol25 structures with the same formula, charge and spin ... 38.5 kJ/mol

The geometry in ORCA input format:
```
! RIJCOSX wB97M-V def2-TZVPD def2/J DEFGRID3
* xyz -1 4
H 1.63 4.64 -1.47
C 4.02 1.64 -1.93
C 0.32 -3.92 0.39
H -0.41 -3.86 1.20
C 3.71 -3.45 2.01
C -2.52 -1.88 -3.95
C 1.62 -3.27 0.82
H -1.91 3.88 -0.44
C 2.30 3.80 -1.59
As -2.38 -0.72 1.18
N -0.27 -3.25 -0.78
H 3.85 4.97 -2.49
H -0.74 -1.17 3.07
C -1.76 -1.51 2.87
H -3.49 1.53 1.16
N -5.61 -0.62 -3.15
C 0.51 -3.55 -1.99
N -2.11 -2.78 -4.56
C -2.86 1.03 1.88
H -2.40 -1.24 3.71
C 3.55 3.99 -2.17
C 2.54 -4.03 1.54
C -1.52 5.35 1.10
H 0.06 -3.04 -2.84
S -0.47 -0.23 -2.56
H 4.86 -1.64 2.11
C 0.02 3.64 0.45
H -3.37 0.92 2.84
N 0.41 0.95 0.46
S 0.28 2.18 -0.56
H 2.34 -5.08 1.74
H -1.73 -2.60 2.79
H -0.85 6.65 2.67
H 1.33 5.52 2.93
C -1.64 -3.72 -0.98
H 3.24 -0.31 0.87
C 1.93 2.53 -1.18
V -0.04 -1.06 -0.26
C -1.21 4.26 0.29
C -0.61 5.80 2.04
C 4.41 2.91 -2.33
H 0.47 -5.00 0.19
H 5.39 3.06 -2.78
C 1.82 -1.91 0.54
C -3.04 -0.81 -3.17
H -2.47 5.85 0.99
H 2.44 0.46 -1.05
H 4.43 -4.04 2.56
H -1.67 -4.80 -1.14
H -4.73 -1.04 0.32
H -2.24 -3.48 -0.09
H -4.68 -1.36 2.08
S -2.88 1.34 -1.56
H -2.08 -3.22 -1.84
C 3.95 -2.11 1.75
H 4.68 0.79 -2.06
C 3.01 -1.36 1.04
H 0.52 -4.63 -2.18
C 0.62 5.17 2.19
C -4.17 -1.51 1.13
H 1.89 3.58 1.50
C -4.46 -0.69 -3.14
H -1.94 1.61 2.01
H 1.53 -3.20 -1.86
C -2.21 0.05 -2.45
C 2.77 1.44 -1.36
C 0.94 4.08 1.39
H 1.16 1.08 1.13
H -4.10 -2.58 0.93
*
```

Atomic partial charges in e from the Löwdin method, atoms 1 to 6: number 1, H, carries 0.111; number 2, C, carries -0.067; number 3, C, carries -0.188; number 4, H, carries 0.109; number 5, C, carries -0.117; number 6, C, carries -0.312

---

Record 2
Here is an isolated molecule of C4H9NO2 from OMol25. Energies are from ωB97M-V with the def2-TZVPD basis set.

HOMO ... -9.66 eV
Energy above the lowest of the compared OMol25 structures with the same formula, charge and spin ... 85.0 kJ/mol

The geometry in ORCA input format:
```
! RIJCOSX wB97M-V def2-TZVPD def2/J DEFGRID3
* xyz 0 1
O 0.95 0.71 -1.35
C 0.15 -2.60 0.48
H 0.82 1.42 -1.99
C 0.23 -0.14 0.72
C -0.20 0.59 -0.53
H -0.60 -0.28 1.41
H -1.39 2.33 -1.05
N 0.83 -1.42 0.41
H 0.96 0.46 1.28
H -1.52 1.89 0.61
H 0.75 -3.43 0.06
H -0.03 2.64 0.09
H -0.96 -0.04 -1.00
C -0.81 1.95 -0.21
H 1.81 -1.39 0.19
O -0.98 -2.70 0.89
*
```

Atomic partial charges in e from the Löwdin method, atoms 1 to 6: number 1, O, carries -0.034; number 2, C, carries -0.374; number 3, H, carries 0.091; number 4, C, carries -0.159; number 5, C, carries -0.443; number 6, H, carries 0.127

---

Record 3
Here is a cluster of 2 separate species, C11H18 in total from OMol25. Energies are from ωB97M-V with the def2-TZVPD basis set.

HOMO ... -8.88 eV
Energy above the lowest of the compared OMol25 structures with the same formula, charge and spin ... 295.0 kJ/mol

The geometry in ORCA input format:
```
! RIJCOSX wB97M-V def2-TZVPD def2/J DEFGRID3
* xyz 0 1
C -3.31 -0.69 -0.61
H 2.71 -2.81 -0.32
H 1.08 -2.73 -0.83
C -1.69 1.08 -1.32
C -2.47 0.54 -0.40
C -0.55 2.44 0.33
H -3.73 -1.17 0.31
H 2.38 -1.43 1.92
H -2.58 -1.42 -0.98
C 1.46 -1.13 1.41
H -1.90 0.74 -2.25
H 2.15 -1.91 -1.72
H -2.99 0.54 1.59
C 1.93 -2.15 -0.75
H 0.71 -0.44 -0.48
H 0.31 3.06 0.76
H 0.75 -0.45 1.87
H 3.71 -0.33 0.39
H 3.41 0.32 -1.10
C 1.70 -0.80 -0.06
H -0.10 2.45 -1.88
H 3.04 1.24 0.38
C -1.37 1.94 1.27
C -2.33 0.96 1.00
C -0.78 2.13 -1.06
H -4.08 -0.50 -1.39
H -1.41 2.40 2.38
H 1.08 -2.06 1.61
C 2.87 0.18 -0.08
*
```

Atomic partial charges in e from the Löwdin method, atoms 1 to 6: number 1, C, carries -0.057; number 2, H, carries 0.102; number 3, H, carries 0.046; number 4, C, carries -0.103; number 5, C, carries -0.292; number 6, C, carries -0.129

---

Record 4
Here is a cluster of 2 separate species, C2H7N2O2 in total from OMol25. Energies are from ωB97M-V with the def2-TZVPD basis set.

HOMO ... -3.72 eV
Energy above the lowest of the compared OMol25 structures with the same formula, charge and spin ... 60.7 kJ/mol

The geometry in ORCA input format:
```
! RIJCOSX wB97M-V def2-TZVPD def2/J DEFGRID3
* xyz -1 1
O 0.16 -1.79 0.82
H -1.78 1.54 0.51
H -0.44 -3.34 -0.38
H 0.74 -0.93 0.58
C 0.14 1.21 -0.16
N -0.93 1.04 0.77
H 0.24 -1.98 -1.26
C -0.38 -2.27 -0.41
N 1.18 0.36 0.02
H -1.03 0.12 1.13
O 0.03 2.08 -1.04
H 1.98 0.75 -0.46
H -1.42 -1.86 -0.60
*
```

Atomic partial charges in e from the Löwdin method, atoms 1 to 6: number 1, O, carries -0.266; number 2, H, carries 0.069; number 3, H, carries 0.040; number 4, H, carries -0.019; number 5, C, carries -0.754; number 6, N, carries 0.090

---

Among the records above, which one has the highest energy above the lowest of the compared OMol25 structures with the same formula, charge and spin? C11H18

---

Look up the energy above the lowest of the compared OMol25 structures with the same formula, charge and spin of the second one. 85.0 kJ/mol